The following is a DFT calculation (ωB97M-V with the def2-TZVPD basis set) of the ion H4N2O2P with charge -1.

**Net charge**: -1
**Structure (SMILES)**: NP(N)(=O)[O-]
**HOMO**: -4.0 eV
**LUMO**: 0.168 hartree
**Frontier orbital gap**: 8.579 eV
**E**: -16432.5113 eV
**2S+1**: 1
**ΔE to the lowest compared entry with this formula, charge and spin**: 23.2 kcal per mole

Each line ends with the Mulliken charge.
Positions of all 9 atoms, in Å:
N -0.054624 -1.439502 -0.199196  -0.639
P 0.536947 0.158640 0.057653  0.918
H -1.549326 0.880080 -0.232279  0.250
H 0.795836 -1.975238 0.028687  0.238
N -0.701025 1.125559 -0.719933  -0.731
H -0.802410 -1.649371 0.411861  0.243
O 1.838149 0.157210 -0.647333  -0.724
O 0.410907 0.690724 1.663878  -0.831
H -0.474455 2.051899 -0.363338  0.275

Atoms 1-3, force components in eV/Å:
1.35 0.68 -0.32
-1.13 2.05 4.96
-0.34 -0.03 0.14

=====

The following is a DFT calculation (ωB97M-V with the def2-TZVPD basis set) of a cluster of 2 separate species, H4N2O2P in total.

**Net charge**: -1
**HOMO**: -4.9 eV
**LUMO**: 0.142 hartree
**Frontier orbital gap**: 8.796 eV
**E**: -16429.2101 eV
**2S+1**: 1
**ΔE to the lowest compared entry with this formula, charge and spin**: 99.3 kcal per mole

Each line ends with the Mulliken charge.
Positions of all 9 atoms, in Å:
H 0.924994 1.065759 -1.241643  0.282
N 1.474163 0.503683 -0.662587  -0.696
H -1.816215 -1.059799 0.867894  -0.017
H 1.289366 0.675384 0.283949  0.443
O -1.660768 0.893843 -0.595545  -0.671
P -0.928356 -0.037147 0.260967  0.655
N 0.147513 -1.089396 -0.577553  -0.531
O -0.158997 0.502655 1.436623  -0.788
H 0.728301 -1.454980 0.227894  0.324

Atoms 1-3, force components in eV/Å:
-1.40 1.23 -0.86
0.41 -4.85 -1.40
0.41 0.50 -0.75

=====

The following is a DFT calculation (ωB97M-V with the def2-TZVPD basis set) of a cluster of 2 separate species, H4N2O2P in total.

**Net charge**: -1
**HOMO (spin up / spin down)**: -3.6 / -1.6 eV
**LUMO (spin up / spin down)**: 0.168 / 0.168 hartree
**Frontier orbital gap (spin up / spin down)**: 8.193 / 6.175 eV
**E**: -16428.2264 eV
**2S+1**: 1
**ΔE to the lowest compared entry with this formula, charge and spin**: 122.0 kcal per mole

Each line ends with the Mulliken charge.
Positions of all 9 atoms, in Å:
O -1.657756 -1.106256 0.445109  -0.604
O -0.215908 -1.311922 2.592442  -0.604
H -1.290841 0.716853 1.870562  -0.032
N 0.549663 0.733021 -1.615845  -0.313
H -0.068762 1.435092 -1.311031  0.236
P -0.739171 -0.538296 1.456685  0.428
H 0.041908 -0.000963 -2.166503  0.225
H 2.003421 -0.378505 -0.723815  0.149
N 1.377446 0.450975 -0.547605  -0.485

Atoms 1-3, force components in eV/Å:
-0.82 -0.25 -0.83
0.44 -0.50 1.35
0.01 0.17 0.21

=====

The following is a DFT calculation (ωB97M-V with the def2-TZVPD basis set) of the molecule H4N2O2S.

**Structure (SMILES)**: N=S(=N)(O)O
**HOMO**: -9.1 eV
**LUMO**: 0.014 hartree
**Frontier orbital gap**: 9.430 eV
**E**: -17970.3425 eV
**2S+1**: 1
**ΔE to the lowest compared entry with this formula, charge and spin**: 110.8 kcal per mole

Each line ends with the Mulliken charge.
Positions of all 9 atoms, in Å:
N -0.968073 1.141667 -0.799768  -0.613
O -0.835529 -0.313362 1.312380  -0.375
H 0.731530 -1.255764 -1.184391  0.366
N 1.691903 0.388422 0.562960  -0.557
O -0.143168 -1.301042 -0.870452  -0.418
H -1.599939 0.287831 1.411860  0.350
H -0.472567 1.363277 -1.543234  0.255
H 1.730153 -0.447878 1.125763  0.203
S -0.134311 0.136846 -0.015119  0.789

Atoms 1-3, force components in eV/Å:
-2.23 -2.22 6.23
-1.29 0.60 -0.61
2.29 -0.53 -0.92

=====

The following is a DFT calculation (ωB97M-V with the def2-TZVPD basis set) of the molecule H4N2O2Si.

**Structure (SMILES)**: N[SiH2][N+](=O)[O-]
**HOMO**: -10.5 eV
**LUMO**: 0.002 hartree
**Frontier orbital gap**: 10.535 eV
**E**: -15015.2822 eV
**2S+1**: 1
**ΔE to the lowest compared entry with this formula, charge and spin**: 8.8 kcal per mole

Each line ends with the Mulliken charge.
Positions of all 9 atoms, in Å:
H -2.150258 -1.021068 -0.113111  0.221
H -0.458102 1.483352 1.028401  -0.110
N 1.381074 0.127061 -0.011703  0.860
Si -0.368611 0.670373 -0.031859  0.351
O 2.370936 0.833479 0.119801  -0.554
N -1.227677 -0.775404 0.059620  -0.367
H -0.567284 -1.628504 0.153095  0.298
H -0.411261 1.416004 -1.217627  -0.108
O 1.431186 -1.105295 0.013387  -0.592

Atoms 1-3, force components in eV/Å:
-1.67 -0.17 -0.36
-0.22 2.02 2.68
1.23 -0.88 0.85

=====

The following is a DFT calculation (ωB97M-V with the def2-TZVPD basis set) of a structure of composition H4N2O4PS.

**Net charge**: -1
**HOMO**: -5.0 eV
**LUMO**: 0.149 hartree
**Frontier orbital gap**: 9.035 eV
**E**: -31361.3185 eV
**2S+1**: 1
**ΔE to the lowest compared entry with this formula, charge and spin**: 22.1 kcal per mole

Each line ends with the Mulliken charge.
Positions of all 12 atoms, in Å:
O -0.294854 0.483356 -0.409150  -0.312
N -1.303895 -0.042927 1.833493  -0.680
H 1.332109 1.203762 -1.534298  0.321
O -2.788916 0.434422 -0.128803  -0.668
H 2.698927 1.654417 -0.682664  0.241
P 1.139058 0.035278 0.324372  0.342
H -1.881973 0.637278 2.334620  0.199
O -1.352562 -1.628674 -0.086677  -0.678
H 0.617014 -1.837405 -0.728084  0.333
S -1.587980 -0.290947 0.346022  1.049
N 2.121872 0.863578 -1.039805  -0.716
O 1.301203 -1.512141 -0.229024  -0.432

Atoms 1-3, force components in eV/Å:
0.30 -0.29 0.36
0.16 -0.81 0.45
-0.46 0.88 -1.09